# 1
# CH5NS

CH5NS as an isolated structure in a non-equilibrium geometry (ωB97M-V with the def2-TZVPD basis set, OMol25).

## Properties
F_max = 1.54 eV Å⁻¹
Relative energy (zero: lowest compared OMol25 entry of this formula, charge and spin) = 80.5 kJ/mol
Molecular weight = 63.12 g mol⁻¹
Gap between HOMO and LUMO = 8.0345 eV
Multiplicity = 1
E_tot = -493.9792 hartree
HOMO = -7.9600 eV

Each line ends with the natural charge from an NBO analysis.
Cartesian coordinates (Å):
C -0.77133 1.76281 -0.37326  0.045
N 0.41648 1.34275 -0.28671  -0.602
H -1.58728 1.05076 -0.34280  0.210
H -0.96395 2.82772 -0.48393  0.175
H 1.17224 2.02414 -0.22436  0.388
H 0.42218 0.06283 0.03065  0.284
S 0.16139 -1.51792 0.24539  -0.625
H 0.14124 -1.43914 1.58689  0.125

# 2
# CH35O16S

A 17-piece molecular cluster, CH35O16S overall in a non-equilibrium geometry (ωB97M-V with the def2-TZVPD basis set, OMol25).

## Properties
F_max = 5.53 eV Å⁻¹
Relative energy (zero: lowest compared OMol25 entry of this formula, charge and spin) = 229.2 kJ/mol
Molecular weight = 335.34 g mol⁻¹
Gap between HOMO and LUMO = 6.5963 eV
Multiplicity = 1
Net charge = -1
E_tot = -1661.1226 hartree
HOMO = -4.1794 eV

Each line ends with the natural charge from an NBO analysis.
Cartesian coordinates (Å):
C 0.08466 2.25470 -2.53913  -0.732
S -0.96192 1.26874 -3.74729  -0.674
H 0.21519 1.75066 -1.69031  0.157
H 1.05178 2.61809 -2.90255  0.195
H -0.53682 3.07576 -2.25288  0.209
H -2.23995 1.40166 3.01440  0.520
H -2.13603 -0.00872 2.13140  0.516
O -1.83072 0.51378 2.92346  -1.017
H 2.60474 -0.67467 1.41049  0.502
H 2.97661 -0.21284 2.79840  0.484
O 2.87829 -0.98683 2.23692  -0.956
H 1.64587 -1.67430 -1.24703  0.500
H 1.72297 -3.18405 -1.00457  0.471
O 2.22529 -2.43061 -0.69469  -1.050
H 4.55739 -1.01657 1.43241  0.486
H 4.17130 -1.76572 0.22382  0.500
O 4.53421 -0.90325 0.49373  -0.982
H 0.13096 4.81883 0.79257  0.476
H 0.11970 3.52192 0.13200  0.485
O -0.41100 4.15392 0.47619  -0.949
H 1.23748 2.01962 1.72597  0.492
H 1.94703 2.41980 0.43362  0.477
O 1.69444 2.81264 1.24491  -1.020
H -2.92945 2.20842 0.60899  0.484
H -1.78454 2.99289 1.26859  0.516
O -2.60176 2.41680 1.52812  -1.010
H 0.26593 -2.55266 0.28290  0.533
H -0.84556 -3.72621 0.47612  0.492
O -0.33263 -3.17475 -0.22943  -1.032
H -2.61495 -3.27340 0.11393  0.467
H -2.21245 -2.77359 1.40993  0.473
O -2.91926 -3.39422 1.02187  -0.931
H 0.35565 0.03387 0.93246  0.498
H -0.25651 0.82746 2.22095  0.516
O 0.54764 0.53359 1.75447  -1.004
H 0.71442 -0.02719 -2.63893  0.519
H 0.39247 -1.50819 -2.62471  0.520
O 1.06559 -0.85459 -2.33323  -1.004
H -2.77696 -0.13595 -0.80710  0.510
H -3.56515 0.57841 0.25933  0.471
O -2.94579 -0.17496 0.15210  -0.992
H 3.80286 0.56562 -0.45658  0.510
H 2.50548 1.02339 -1.13268  0.470
O 3.22360 1.35695 -0.58035  -0.987
H -0.97531 -2.97476 -1.90772  0.494
H -1.77745 -2.70818 -3.24461  0.486
O -0.88901 -2.73135 -2.78170  -0.969
H -4.17575 0.62982 -2.27526  0.457
H -2.80021 1.33784 -2.70043  0.494
O -3.50904 1.23809 -1.89773  -1.059
H -0.28651 -1.63361 3.12007  0.486
H 1.27752 -1.80994 2.69586  0.511
O 0.36565 -2.06216 2.37294  -1.014

# 3
# C32H35BrF4O3P2SrTe

C32H35BrF4O3P2SrTe as an isolated structure (ωB97M-V with the def2-TZVPD basis set, OMol25).

## Properties
F_max = 0.53 eV Å⁻¹
Relative energy (zero: lowest compared OMol25 entry of this formula, charge and spin) = 11.1 kJ/mol
Molecular weight = 900.69 g mol⁻¹
Gap between HOMO and LUMO = 7.1107 eV
Multiplicity = 1
E_tot = -5421.1977 hartree
HOMO = -7.0681 eV

Each line ends with the Mulliken charge.
Cartesian coordinates (Å):
Sr -0.66591 -0.65623 1.46484  1.195
C -0.55831 -0.80211 4.20504  0.315
C 0.59800 -0.06562 3.86092  -0.092
C 0.18288 1.20819 3.39709  1.704
C -1.24051 1.25207 3.44475  0.546
C -1.70255 0.00956 3.93269  0.100
C -3.12798 -0.40503 4.16296  -1.567
C -2.07433 2.48710 3.26615  -1.696
C 1.09238 2.37749 3.14753  -1.391
C 2.02282 -0.49968 4.03349  -1.293
C -0.62139 -2.22682 4.69354  -1.530
H -3.33691 -0.54847 5.22762  0.307
H -3.37985 -1.34807 3.66854  0.232
H -3.83516 0.33930 3.79780  0.353
H -2.04791 3.11691 4.16192  0.298
H -3.12056 2.24711 3.07431  0.357
H -1.73765 3.13137 2.44763  0.235
H 1.27685 2.93370 4.07440  0.377
H 0.68255 3.09147 2.42945  0.235
H 2.07161 2.06754 2.76864  0.266
H 2.51213 0.01596 4.86536  0.276
H 2.63656 -0.29696 3.14724  0.033
H 2.09727 -1.56835 4.24026  0.410
H -0.72593 -2.28986 5.78165  0.287
H 0.27773 -2.79104 4.43321  0.341
H -1.47142 -2.76599 4.26624  0.299
F -1.78347 2.38292 -5.15681  -0.346
C -0.99360 1.99898 -4.16186  0.618
C 0.11743 1.22030 -4.41658  0.457
F 0.41099 0.86173 -5.66124  -0.332
C 0.92401 0.82181 -3.36427  0.331
F 1.99093 0.08707 -3.68351  -0.378
C 0.64406 1.15967 -2.04935  0.209
P 1.48447 0.44656 -0.58345  0.899
C 2.29358 -1.08408 -1.17247  0.298
C 1.44814 -2.17894 -1.35522  0.048
C 1.96598 -3.40780 -1.73652  -0.686
C 3.33194 -3.55919 -1.92307  -0.567
C 4.17844 -2.47369 -1.73794  -0.781
C 3.66283 -1.24063 -1.36891  -0.168
C 2.84166 1.60886 -0.22145  0.677
C 2.90488 2.88126 -0.78012  -0.753
C 3.88918 3.77768 -0.38167  -0.723
C 4.82495 3.40811 0.57204  -0.614
C 4.77242 2.13843 1.13261  -0.878
C 3.78276 1.25104 0.74560  -0.592
C -0.45911 1.98114 -1.82843  -0.306
Br -0.88053 2.61848 -0.11447  -0.023
C -1.27348 2.39135 -2.86414  0.014
F -2.33935 3.16344 -2.66132  -0.437
H 0.37560 -2.06691 -1.23239  0.077
H 1.29835 -4.24969 -1.87408  0.503
H 3.73795 -4.52081 -2.20956  0.401
H 5.24482 -2.58643 -1.88672  0.422
H 4.33104 -0.39853 -1.24270  0.456
H 2.18322 3.18432 -1.52926  0.360
H 3.92297 4.76572 -0.82175  0.427
H 5.59174 4.10654 0.88112  0.400
H 5.49618 1.84230 1.88098  0.421
H 3.74578 0.26731 1.19994  0.581
C -4.77117 1.06017 -1.41280  -0.949
C -4.38455 -0.09861 -2.29905  -0.125
O -4.09596 -1.27217 -1.49406  -0.428
P -2.57558 -1.60297 -1.14442  -0.698
O -1.80151 -0.35585 -0.81601  0.439
Te -2.51131 -3.27062 0.54554  -0.316
O -1.92714 -2.11198 -2.51911  0.176
C -2.43577 -3.28105 -3.19237  -0.310
C -1.60229 -3.51617 -4.42511  -1.165
H -5.03020 1.92671 -2.02466  0.359
H -3.93902 1.33671 -0.76617  0.043
H -5.63122 0.79690 -0.79753  0.350
H -3.51605 0.14144 -2.91745  0.106
H -5.19866 -0.39732 -2.95733  0.449
H -3.48456 -3.11077 -3.44740  0.271
H -2.38830 -4.12553 -2.50040  0.290
H -1.62269 -2.64037 -5.07537  0.275
H -1.99059 -4.36868 -4.98309  0.390
H -0.56458 -3.72167 -4.15957  0.227

# 4
# C2H3NO2

A single C2H3NO2 molecule (ωB97M-V with the def2-TZVPD basis set, OMol25).

## Properties
F_max = 0.48 eV Å⁻¹
SMILES = O=CNC=O
Relative energy (zero: lowest compared OMol25 entry of this formula, charge and spin) = 34.4 kJ/mol
Molecular weight = 73.05 g mol⁻¹
Gap between HOMO and LUMO = 11.2044 eV
Multiplicity = 1
E_tot = -283.2449 hartree
HOMO = -10.5040 eV

Each line ends with the natural charge from an NBO analysis.
Cartesian coordinates (Å):
O -0.91270 -0.00518 -1.55191  -0.572
C -1.09493 -0.24146 -0.37943  0.533
N -0.08644 -0.17472 0.55455  -0.691
C 1.16880 0.25606 0.06508  0.556
O 1.77197 1.18406 0.52151  -0.507
H -2.07905 -0.51992 0.02018  0.126
H -0.27069 -0.14092 1.54816  0.417
H 1.50303 -0.35792 -0.77813  0.139

# 5
# C4H11NO2

A 2-piece molecular cluster, C4H11NO2 overall in a non-equilibrium geometry (ωB97M-V with the def2-TZVPD basis set, OMol25).

## Properties
F_max = 1.54 eV Å⁻¹
SMILES = CCNCC=O.O
Relative energy (zero: lowest compared OMol25 entry of this formula, charge and spin) = 171.8 kJ/mol
Molecular weight = 105.14 g mol⁻¹
Gap between HOMO and LUMO = 9.4779 eV
Multiplicity = 1
E_tot = -364.2027 hartree
HOMO = -8.6261 eV

Each line ends with the natural charge from an NBO analysis.
Cartesian coordinates (Å):
C -1.61690 -2.18390 2.73802  -0.604
C -0.70149 -1.73207 1.60509  -0.206
N -1.30203 -0.56318 0.94998  -0.643
C -1.04022 -0.26978 -0.43746  -0.322
C -0.27602 1.02470 -0.65537  0.436
O 0.46787 1.52776 0.13692  -0.517
H -1.86576 -1.30013 3.31047  0.208
H -2.45371 -2.71271 2.30776  0.211
H -1.06866 -2.90258 3.34486  0.203
H 0.32755 -1.48349 1.88788  0.173
H -0.60009 -2.51946 0.84764  0.179
H -1.14216 0.25103 1.52414  0.368
H -1.99726 -0.09895 -0.95915  0.194
H -0.51473 -1.06866 -0.96179  0.220
H -0.35322 1.38092 -1.69328  0.099
O 3.52142 2.24396 -3.61990  -0.932
H 4.23083 1.64116 -3.87831  0.467
H 3.09428 2.46279 -4.45356  0.466

# 6
# C44H59ClCrNO5

C44H59ClCrNO5 as an isolated structure (ωB97M-V with the def2-TZVPD basis set, OMol25).

## Properties
<S²> = 3.79
F_max = 0.44 eV Å⁻¹
Relative energy (zero: lowest compared OMol25 entry of this formula, charge and spin) = 0.0 kJ/mol
Molecular weight = 769.41 g mol⁻¹
Gap between HOMO and LUMO (spin up / spin down) = 4.4338 / 4.6447 eV
Multiplicity = 4
Net charge = -2
E_tot = -3647.7573 hartree
HOMO (spin up / spin down) = -0.4146 / -0.6258 eV

Each line ends with the Mulliken spin population.
Cartesian coordinates (Å):
Cr 1.25943 -0.43379 -0.38898  3.112
C -4.67951 -2.43440 3.69470  0.000
C -4.50027 -1.11910 2.92397  0.000
C -5.42989 -1.15554 1.70836  0.000
C -4.94588 0.04611 3.81856  0.000
C -3.03053 -0.94353 2.53510  0.008
C -2.62063 -0.85309 1.19628  0.002
C -1.28046 -0.68022 0.86410  -0.033
N -0.71281 -0.55757 -0.37577  -0.018
C -1.29049 -0.43281 -1.61749  -0.018
C -2.62739 -0.22828 -1.95408  -0.003
C -3.02898 -0.09361 -3.28959  0.005
C -2.06337 -0.15197 -4.28049  0.003
C -0.69950 -0.31403 -3.99612  -0.009
C -0.30585 -0.45411 -2.66112  0.039
O 0.95319 -0.60476 -2.30011  0.064
C 0.36355 -0.31207 -5.09503  0.003
C 1.30700 0.88259 -4.88845  0.004
C -0.24257 -0.19576 -6.49681  -0.001
C 1.16896 -1.61817 -5.04503  0.000
C -4.49495 0.11394 -3.67947  -0.001
C -4.96527 -1.04903 -4.56477  0.000
C -5.42482 0.18392 -2.46545  0.000
C -4.64815 1.42675 -4.46158  0.000
C -0.28542 -0.65738 1.91231  0.029
O 0.97253 -0.56594 1.52911  0.032
C -0.69232 -0.73252 3.24429  -0.002
C -2.06778 -0.86913 3.51948  0.002
C 0.25659 -0.68072 4.45062  -0.007
C 1.74195 -0.56768 4.09345  0.013
C 0.08665 -1.95323 5.29640  0.000
C -0.09511 0.54143 5.31521  0.001
H -5.72572 -2.57647 3.98505  0.000
H -4.06699 -2.44509 4.59683  0.000
H -4.37214 -3.27838 3.07543  0.000
H -6.46579 -1.27042 2.04087  0.000
H -5.19178 -1.99092 1.04898  0.000
H -5.35955 -0.23617 1.12562  0.000
H -5.99424 -0.07001 4.11315  0.000
H -4.83667 0.99251 3.28685  0.000
H -4.34040 0.10272 4.72333  0.000
H -3.34720 -0.94993 0.40951  0.009
H -3.35807 -0.13669 -1.17048  0.009
H -2.37312 -0.05389 -5.31351  0.002
H 0.75454 1.81842 -5.00833  0.000
H 2.11206 0.86094 -5.63176  0.000
H 1.73459 0.86800 -3.88810  -0.002
H -0.79837 0.73622 -6.61984  0.000
H -0.91445 -1.02843 -6.71754  0.000
H 0.56310 -0.20650 -7.23630  0.000
H 1.62972 -1.73779 -4.06689  0.000
H 1.95015 -1.60983 -5.81231  0.000
H 0.51299 -2.47290 -5.23050  0.000
H -4.88188 -1.99228 -4.02266  0.000
H -4.35332 -1.12754 -5.46367  0.000
H -6.00877 -0.91144 -4.86773  0.000
H -5.39432 -0.73871 -1.88441  0.000
H -6.45453 0.34046 -2.79993  0.000
H -5.15423 1.00752 -1.80380  0.000
H -4.04280 1.41866 -5.36822  0.000
H -4.31897 2.26913 -3.85147  0.000
H -5.69285 1.58886 -4.74706  0.000
H -2.37852 -0.92454 4.55761  0.003
H 2.08976 -1.43872 3.54088  -0.002
H 2.31768 -0.48284 5.02311  0.001
H 1.93918 0.29714 3.46545  -0.006
H 0.32140 -2.83327 4.69603  0.000
H -0.93217 -2.06357 5.66969  0.000
H 0.76522 -1.92981 6.15514  0.000
H 0.02635 1.45589 4.73288  0.000
H 0.56673 0.59470 6.18553  0.000
H -1.12570 0.50491 5.67093  0.000
Cl 7.41574 -4.58903 0.14219  0.000
C 6.14466 -3.38598 -0.02299  0.007
C 6.49135 -2.02827 -0.13057  0.000
C 5.51875 -1.07800 -0.25993  0.000
C 4.11988 -1.40905 -0.28492  -0.001
O 3.26655 -0.48178 -0.38840  -0.061
C 3.81058 -2.80453 -0.18398  0.022
C 2.45456 -3.29895 -0.23453  0.001
O 1.42100 -2.65429 -0.35305  -0.022
C 4.83244 -3.76097 -0.05263  -0.005
H 7.53714 -1.74492 -0.11067  0.000
H 5.76713 -0.02833 -0.34859  0.002
H 2.37385 -4.40411 -0.15969  0.000
H 4.56280 -4.80871 0.02236  0.000
C 4.12926 4.35617 2.71086  -0.002
C 4.30146 2.88447 2.30913  0.000
C 4.23920 2.00724 3.56415  0.000
C 5.66905 2.69998 1.63582  -0.002
C 3.24483 2.49498 1.36510  -0.026
C 2.39349 2.12300 0.59605  -0.037
H 4.91221 4.65647 3.41424  0.000
H 3.15783 4.50758 3.18200  0.000
H 4.18191 4.99918 1.83167  0.000
H 5.02940 2.29615 4.26429  0.000
H 4.36470 0.95686 3.30228  0.000
H 3.27435 2.11280 4.06090  0.000
H 6.47417 2.98435 2.32079  0.000
H 5.73786 3.31375 0.73664  0.000
H 5.80541 1.65867 1.34523  0.001
C 1.90388 3.46334 -1.89465  -0.003
O 1.76954 2.08614 -1.68132  -0.014
C 1.36433 1.69345 -0.34329  -0.119
C 0.03039 2.33302 0.03045  0.032
H 0.93085 3.96755 -1.98434  0.000
H 2.44288 3.59228 -2.83746  0.001
H 2.47682 3.95236 -1.09404  -0.001
H 0.10490 3.42416 0.13169  0.003
H -0.31382 1.93148 0.98505  -0.006
H -0.72017 2.09523 -0.72576  -0.006

Repeat the second record exactly.
# CH35O16S

A 17-piece molecular cluster, CH35O16S overall in a non-equilibrium geometry (ωB97M-V with the def2-TZVPD basis set, OMol25).

## Properties
F_max = 5.53 eV Å⁻¹
Relative energy (zero: lowest compared OMol25 entry of this formula, charge and spin) = 229.2 kJ/mol
Molecular weight = 335.34 g mol⁻¹
Gap between HOMO and LUMO = 6.5963 eV
Multiplicity = 1
Net charge = -1
E_tot = -1661.1226 hartree
HOMO = -4.1794 eV

Each line ends with the natural charge from an NBO analysis.
Cartesian coordinates (Å):
C 0.08466 2.25470 -2.53913  -0.732
S -0.96192 1.26874 -3.74729  -0.674
H 0.21519 1.75066 -1.69031  0.157
H 1.05178 2.61809 -2.90255  0.195
H -0.53682 3.07576 -2.25288  0.209
H -2.23995 1.40166 3.01440  0.520
H -2.13603 -0.00872 2.13140  0.516
O -1.83072 0.51378 2.92346  -1.017
H 2.60474 -0.67467 1.41049  0.502
H 2.97661 -0.21284 2.79840  0.484
O 2.87829 -0.98683 2.23692  -0.956
H 1.64587 -1.67430 -1.24703  0.500
H 1.72297 -3.18405 -1.00457  0.471
O 2.22529 -2.43061 -0.69469  -1.050
H 4.55739 -1.01657 1.43241  0.486
H 4.17130 -1.76572 0.22382  0.500
O 4.53421 -0.90325 0.49373  -0.982
H 0.13096 4.81883 0.79257  0.476
H 0.11970 3.52192 0.13200  0.485
O -0.41100 4.15392 0.47619  -0.949
H 1.23748 2.01962 1.72597  0.492
H 1.94703 2.41980 0.43362  0.477
O 1.69444 2.81264 1.24491  -1.020
H -2.92945 2.20842 0.60899  0.484
H -1.78454 2.99289 1.26859  0.516
O -2.60176 2.41680 1.52812  -1.010
H 0.26593 -2.55266 0.28290  0.533
H -0.84556 -3.72621 0.47612  0.492
O -0.33263 -3.17475 -0.22943  -1.032
H -2.61495 -3.27340 0.11393  0.467
H -2.21245 -2.77359 1.40993  0.473
O -2.91926 -3.39422 1.02187  -0.931
H 0.35565 0.03387 0.93246  0.498
H -0.25651 0.82746 2.22095  0.516
O 0.54764 0.53359 1.75447  -1.004
H 0.71442 -0.02719 -2.63893  0.519
H 0.39247 -1.50819 -2.62471  0.520
O 1.06559 -0.85459 -2.33323  -1.004
H -2.77696 -0.13595 -0.80710  0.510
H -3.56515 0.57841 0.25933  0.471
O -2.94579 -0.17496 0.15210  -0.992
H 3.80286 0.56562 -0.45658  0.510
H 2.50548 1.02339 -1.13268  0.470
O 3.22360 1.35695 -0.58035  -0.987
H -0.97531 -2.97476 -1.90772  0.494
H -1.77745 -2.70818 -3.24461  0.486
O -0.88901 -2.73135 -2.78170  -0.969
H -4.17575 0.62982 -2.27526  0.457
H -2.80021 1.33784 -2.70043  0.494
O -3.50904 1.23809 -1.89773  -1.059
H -0.28651 -1.63361 3.12007  0.486
H 1.27752 -1.80994 2.69586  0.511
O 0.36565 -2.06216 2.37294  -1.014